{"formula": "C5H6O", "method": "ωB97M-V/def2-TZVPD", "species": ["H", "C", "H", "C", "H", "O", "C", "C", "C", "H", "H", "H"], "xyz": [[1.1533, 1.6837, 1.1958], [0.3305, 1.3757, 0.5539], [-0.5989, 1.9021, 0.6434], [-0.1908, -1.1129, 0.0229], [1.7406, 1.7562, -1.0387], [-1.3854, -3.1151, 0.1069], [0.3597, -0.0262, 0.5036], [0.9124, 1.0973, -0.7995], [-0.9196, -2.1578, 0.6810], [-0.9671, -2.0087, 1.7574], [0.8365, 0.5759, -1.7487], [-0.1061, -1.1752, -1.0363]], "forces_ev_per_a": [[-0.2, 0.9, -0.2], [-0.2, 1.2, 0.2], [-0.6, 0.1, 0.7], [0.5, -0.1, -0.8], [1.2, -0.6, 1.2], [0.0, 0.2, 0.2], [0.8, 0.3, -2.1], [1.1, -0.4, 0.3], [-0.4, -0.3, 0.4], [-0.3, -0.3, 0.7], [-2.2, 0.1, 0.3], [0.4, -0.9, -0.8]], "mulliken_charge": [0.208, -0.016, 0.242, -0.248, 0.234, -0.481, 0.221, -0.934, -0.142, 0.346, 0.329, 0.242], "e_above_lowest_kcal_mol": 121.89, "lumo_energy_ev": -0.47, "e_tot_ha": -269.152002, "e_homo_ev": -8.3, "orbital_gap_ha": 0.28872, "total_charge": 0}